Below is C3H9B in the gas phase at a distorted geometry, with properties calculated with ωB97M-V/def2-TZVPD.

Last column: natural (NBO) charge in e.
Atoms and positions in Å:
B1 -0.67 -0.05 0.45  0.665
C1 -2.02 -0.27 -0.27  -1.003
C2 1.85 -0.14 0.34  -0.601
C3 0.56 -0.12 -0.47  -0.776
H1 -0.46 0.35 1.43  -0.099
H2 -2.84 -0.59 0.34  0.233
H3 -1.71 -1.02 -0.98  0.233
H4 -2.41 0.49 -1.02  0.262
H5 1.83 -0.92 1.16  0.204
H6 2.77 -0.36 -0.33  0.196
H7 2.19 0.80 0.75  0.210
H8 0.25 0.77 -1.03  0.249
H9 0.64 -0.90 -1.20  0.228

For the lowest unoccupied orbital energy, the calculation gives 0.72 eV. For the orbital gap, the calculation gives 10.989 eV. The energy comes out at -144.49581 hartree. The energy above the lowest of the compared OMol25 structures with the same formula, charge and spin is 33.3 kJ/mol. For the HOMO energy, the calculation gives -10.266 eV. As for the structure (SMILES): CBCC.

Below is a molecular structure, C3H9BBrNNi, with properties calculated with ωB97M-V/def2-TZVPD.

Last column: natural (NBO) charge in e.
Atoms and positions in Å:
N1 -1.69 -0.52 0.82  -0.796
C1 -0.88 -0.57 -0.37  -0.125
C2 0.05 0.64 -0.66  -0.422
C3 1.53 0.40 -0.34  -0.721
B1 1.93 0.04 1.15  0.356
Br1 1.75 1.20 2.59  0.539
H1 -1.22 -0.15 1.64  0.381
H2 -2.56 -0.01 0.75  0.380
H3 -1.54 -0.75 -1.27  0.013
H4 -0.30 -1.49 -0.36  0.232
H5 0.02 0.86 -1.73  0.264
H6 -0.34 1.52 -0.14  0.233
H7 1.94 -0.39 -0.97  0.278
H8 2.09 1.32 -0.55  0.307
H9 2.39 -1.02 1.48  0.103
Ni1 -3.16 -1.07 -2.02  0.976

For the lowest unoccupied orbital energy (alpha / beta), the calculation gives -9.43 / -12.94 eV. For the orbital gap (alpha / beta), the calculation gives 8.097 / 4.169 eV. The energy comes out at -4280.80556 hartree. The net charge is +2. For the HOMO energy (alpha / beta), the calculation gives -17.531 / -17.112 eV. Its spin multiplicity is 3.

Below is 2 unconnected molecules or ions with the total composition C3H9BNO at a distorted geometry, with properties calculated with ωB97M-V/def2-TZVPD.

Last column: natural (NBO) charge in e.
Atoms and positions in Å:
B1 -0.87 2.17 -2.06  0.710
C1 0.42 0.34 -0.91  0.673
C2 1.02 -1.53 0.44  -0.430
C3 -0.91 -0.16 1.18  -0.392
N1 0.21 -0.41 0.13  -0.380
O1 -0.06 1.50 -1.16  -0.658
H1 -0.87 3.24 -1.92  -0.078
H2 -1.53 1.40 -2.56  -0.092
H3 1.49 -0.33 -2.27  0.207
H4 0.61 -2.47 0.15  0.240
H5 1.16 -1.53 1.56  0.238
H6 2.01 -1.57 -0.06  0.248
H7 -1.76 -0.89 1.07  0.251
H8 -1.17 0.83 0.99  0.222
H9 -0.45 -0.35 2.17  0.241

For the lowest unoccupied orbital energy, the calculation gives -5.54 eV. For the orbital gap, the calculation gives 10.151 eV. The energy comes out at -274.14799 hartree. The energy above the lowest of the compared OMol25 structures with the same formula, charge and spin is 414.8 kJ/mol. The net charge is +1. For the HOMO energy, the calculation gives -15.689 eV.

Below is a molecular structure, C3H9BNO2 at a distorted geometry, with properties calculated with ωB97M-V/def2-TZVPD.

Last column: natural (NBO) charge in e.
Atoms and positions in Å:
B1 -0.29 0.51 0.72  1.251
C1 -1.23 0.15 -1.28  -0.439
C2 -1.63 -0.90 -0.20  -0.065
C3 -0.02 1.03 -0.78  -0.352
N1 1.16 0.71 -1.46  -0.769
O1 -1.03 -0.45 1.03  -0.674
O2 2.09 -0.61 2.96  -0.967
H1 -0.95 -0.33 -2.22  0.268
H2 -2.08 0.81 -1.48  0.253
H3 -2.71 -0.95 -0.05  0.234
H4 -1.24 -1.90 -0.40  0.224
H5 -0.23 2.09 -0.93  0.273
H6 1.51 -0.23 -1.38  0.387
H7 1.90 1.40 -1.43  0.405
H8 2.43 0.10 3.52  0.483
H9 2.34 -1.43 3.39  0.489

For the lowest unoccupied orbital energy, the calculation gives -5.86 eV. For the orbital gap, the calculation gives 8.265 eV. The energy comes out at -349.49399 hartree. The energy above the lowest of the compared OMol25 structures with the same formula, charge and spin is 323.9 kJ/mol. The net charge is +1. For the HOMO energy, the calculation gives -14.127 eV.

Below is C3H9BO2 in the gas phase at a distorted geometry, with properties calculated with ωB97M-V/def2-TZVPD.

Last column: natural (NBO) charge in e.
Atoms and positions in Å:
B1 -1.17 0.08 -0.59  1.110
C1 1.32 -1.06 -0.18  -0.615
C2 0.71 0.98 1.14  -0.589
C3 0.13 -0.26 0.49  -0.513
O1 -1.31 -0.75 -1.72  -0.907
O2 -2.05 1.06 -0.33  -0.902
H1 2.18 -0.40 -0.64  0.197
H2 0.80 -1.65 -1.00  0.231
H3 1.85 -1.61 0.56  0.203
H4 1.19 1.70 0.58  0.197
H5 0.05 1.54 1.68  0.203
H6 1.40 0.48 1.83  0.191
H7 -0.19 -0.79 1.39  0.221
H8 -2.14 -0.58 -2.22  0.478
H9 -2.76 1.27 -0.98  0.494

For the lowest unoccupied orbital energy, the calculation gives 0.23 eV. For the orbital gap, the calculation gives 10.599 eV. The energy comes out at -295.10160 hartree. The energy above the lowest of the compared OMol25 structures with the same formula, charge and spin is 1.4 kJ/mol. For the HOMO energy, the calculation gives -10.372 eV. As for the structure (SMILES): CC(C)B(O)O.

Below is 2 unconnected molecules or ions with the total composition C3H9BrN3 at a distorted geometry, with properties calculated with ωB97M-V/def2-TZVPD.

Last column: natural (NBO) charge in e.
Atoms and positions in Å:
C1 -0.66 0.58 -1.05  0.352
C2 1.50 -1.69 0.55  -0.698
C3 0.32 -1.06 1.26  -0.056
N1 -0.94 1.61 -1.91  -0.754
N2 -0.50 0.71 0.23  -0.252
N3 -0.63 1.77 1.08  -0.652
Br1 0.69 -0.20 2.89  0.203
H1 -0.57 -0.38 -1.47  0.214
H2 1.39 -1.70 -0.51  0.241
H3 1.54 -2.64 1.00  0.265
H4 2.50 -1.27 0.89  0.256
H5 -0.68 -1.55 1.34  0.235
H6 -0.90 1.29 -2.91  0.417
H7 -1.37 2.44 -1.78  0.421
H8 0.19 2.33 1.14  0.398
H9 -1.39 1.90 1.68  0.410

For the lowest unoccupied orbital energy (alpha / beta), the calculation gives -4.22 / -4.22 eV. For the orbital gap (alpha / beta), the calculation gives 9.194 / 9.195 eV. The energy comes out at -2857.63327 hartree. The energy above the lowest of the compared OMol25 structures with the same formula, charge and spin is 208.7 kJ/mol. The net charge is +1. For the HOMO energy (alpha / beta), the calculation gives -13.416 / -13.416 eV.